## i
Below is a molecular structure, C5H7N3, with properties calculated with the ωB97M-V functional and the def2-TZVPD basis.

Last column: Löwdin charge in e.
Geometry (Å):
N: 1.85320 0.51119 0.18289  -0.193
C: -2.22812 -0.24693 -0.00834  -0.075
H: -3.20539 -0.36480 -0.12810  0.036
H: -1.74601 -2.46735 -0.47511  0.152
H: 1.93960 -1.58578 -0.19591  0.201
H: 3.49161 -0.55395 0.81328  0.146
H: 1.67249 1.57626 -0.05456  0.117
C: -0.24759 1.15117 0.03502  -0.078
C: 0.47647 -0.12791 0.20870  -0.381
C: -1.43690 -1.41840 0.03515  -0.068
C: -1.59018 1.05583 0.04426  -0.087
H: -2.14924 2.10793 -0.26821  0.160
N: 2.84731 -0.49355 -0.31504  -0.107
N: -0.02874 -1.24320 0.25172  0.063
H: 0.35150 2.09950 -0.12577  0.113

## ii
Below is a single C5H7N3 molecule, with properties calculated with the ωB97M-V functional and the def2-TZVPD basis.

Calculated values
- SMILES = C1=NCC(N2CC2)=N1

Last column: Löwdin charge in e.
Geometry (Å):
H: 2.05166 1.08597 0.50479  0.117
H: -0.35258 0.66245 3.15384  0.053
C: 0.00916 0.57410 2.25631  -0.150
N: 1.26732 0.56399 2.28098  0.059
N: -0.67589 0.27326 0.96250  0.155
H: -0.36337 -1.63804 -2.45081  0.101
C: -0.62520 -1.04862 -1.56125  -0.227
C: 0.32185 0.18165 0.24422  -0.389
C: -1.26664 0.24581 -1.68235  -0.108
C: 1.68294 0.16940 0.91059  -0.101
H: -2.11686 0.43729 -0.87739  0.132
H: 2.19891 -0.74539 0.66250  0.127
H: -0.99172 -1.67389 -0.62364  0.146
N: 0.26867 0.06781 -1.24831  0.018
H: -1.40827 0.84420 -2.53199  0.069

Stability check: which of them is least stable? i.

## i
Below is a molecular structure, C5H7N3, with properties calculated with the ωB97M-V functional and the def2-TZVPD basis.

Last column: Löwdin charge in e.
Geometry (Å):
H: 0.72268 -1.88179 -0.99432  0.111
C: -0.44170 -0.79555 0.33366  -0.149
C: -1.08208 1.27597 -0.11901  -0.100
H: 1.86924 -1.90930 0.36585  0.170
H: 2.40906 1.73717 -0.38492  0.134
H: -2.28658 -1.36660 0.54932  0.151
N: -2.20864 0.52242 -0.09090  0.007
C: 0.01439 0.50303 0.34281  -0.237
C: 0.91455 -1.30900 -0.09024  -0.143
C: 2.52623 0.60612 0.09200  -0.081
H: 3.42515 0.36843 -0.67728  0.097
H: -0.71913 2.48355 0.16665  0.176
H: 2.84508 0.21610 1.09398  0.078
N: 1.18561 0.03282 -0.27744  -0.206
N: -1.81324 -0.74538 -0.12803  -0.008

## ii
Below is a single C5H7N3 molecule, with properties calculated with the ωB97M-V functional and the def2-TZVPD basis.

Calculated values
- SMILES = Nc1cccc(N)n1

Last column: Löwdin charge in e.
Geometry (Å):
C: -1.08914 -0.49523 -0.05362  -0.420
C: 1.07879 -0.64657 -0.08734  -0.417
H: -2.79613 -0.68635 0.89534  0.093
H: -3.03746 -1.00645 -0.61047  0.062
C: 1.22828 0.78129 0.14317  -0.020
C: -1.11912 0.79927 -0.13809  -0.091
H: -0.11098 2.56400 -0.03048  0.083
N: -0.04006 -1.26683 -0.20980  0.182
H: 2.79392 -1.07342 -0.96714  0.123
N: -2.35857 -1.27151 0.10855  0.056
H: -2.06235 1.38130 0.01484  0.132
N: 2.36500 -1.31065 0.03262  0.021
H: 2.19419 1.13869 0.39786  0.075
H: 2.87614 -0.45489 0.69386  0.143
C: 0.07749 1.54735 -0.18930  -0.021

## iii
Below is a molecular structure, C5H7N3, with properties calculated with the ωB97M-V functional and the def2-TZVPD basis.

Last column: Löwdin charge in e.
Geometry (Å):
C: 0.61072 -0.74167 0.06180  -0.330
C: -1.86041 -1.02705 -0.00425  -0.354
H: 1.97396 -2.41441 0.79861  0.248
N: -0.27140 1.54282 1.01108  -0.035
H: -0.15544 2.92939 -0.81836  0.101
C: -0.60293 -1.42325 -0.20587  -0.111
H: -1.55670 1.48342 -0.96065  0.115
H: -0.61570 -2.46761 -0.48579  0.103
H: -0.99889 0.78282 1.26569  0.078
C: -0.57441 1.91190 -0.47430  -0.127
H: 1.75899 1.40986 -0.02604  0.138
N: 1.85853 -1.22439 0.25250  -0.018
H: 2.70640 -0.91476 -0.57400  0.210
C: 0.67521 0.92401 -0.12062  -0.172
N: -2.94791 -0.77107 0.28019  0.154

## iv
Below is a single C5H7N3 molecule, with properties calculated with the ωB97M-V functional and the def2-TZVPD basis.

Calculated values
- SMILES = c1n[nH]cc1[C@H]1CN1

Last column: Löwdin charge in e.
Geometry (Å):
H: -3.14862 -0.71047 0.21150  0.146
H: -1.11331 -2.12880 -0.05902  0.107
H: 3.33537 0.49183 -0.72522  0.077
N: 2.10190 -0.46448 0.77119  -0.001
N: -2.21107 -0.38533 0.15142  -0.043
C: -0.09830 -0.16006 -0.30347  -0.202
H: 2.14314 1.62708 0.01301  0.117
H: -0.25570 2.07887 0.00556  0.112
N: -2.02797 0.90306 0.12182  0.013
C: 1.31192 -0.46870 -0.43667  -0.297
C: 2.40368 0.54472 -0.22166  -0.159
H: 1.66382 -1.30396 -1.14559  0.163
C: -1.10589 -1.08989 -0.13244  -0.043
H: 1.71120 0.02636 1.59387  0.112
C: -0.74073 1.09833 -0.10661  -0.102

Stability check: which of them is least stable? i.

## i
Below is a gas-phase ion, C3H4FO2 (charge -1), with properties calculated with the ωB97M-V functional and the def2-TZVPD basis.

Calculated values
- SMILES = C[C@H](F)C(=O)[O-]
- total charge = -1

Last column: Löwdin charge in e.
Geometry (Å):
H: -0.28305 -0.04862 1.34356  0.091
O: 1.66942 -1.52304 0.76469  -0.092
H: -1.51847 -0.98018 -0.48618  0.097
C: -1.10040 0.07897 -0.49894  -0.069
O: 2.30327 -0.03953 -0.72938  -0.046
F: 0.22704 1.67980 0.53374  -0.087
C: 1.51869 -0.48766 0.08935  -0.721
H: -1.04525 0.43101 -1.48505  0.045
C: 0.09628 0.26365 0.41875  -0.277
H: -1.86754 0.62560 0.04946  0.059

## ii
Below is 2 unconnected molecules or ions with the total composition C3H4FO2, with properties calculated with the ωB97M-V functional and the def2-TZVPD basis.

Calculated values
- total charge = -1

Last column: Löwdin charge in e.
Geometry (Å):
H: -0.76882 -1.45319 0.69056  0.092
F: 1.24771 -1.70311 -0.76182  -0.068
C: 0.93056 -0.45000 -0.21702  -0.331
O: 2.18624 1.17110 0.88577  -0.052
H: 0.64475 -1.22290 1.75992  0.067
C: 2.29082 0.36537 -0.02310  -0.789
O: 3.19520 0.05184 -0.78451  -0.041
H: -0.03184 0.36702 -1.10460  0.190
C: 0.08009 -0.70007 0.98733  -0.138
H: -0.39064 0.22063 1.37815  0.070

Stability check: which of them is least stable? ii.

## i
Below is a single C6H10O2 molecule, with properties calculated with the ωB97M-V functional and the def2-TZVPD basis.

Calculated values
- SMILES = C1=C\OCOCCC/1

Last column: Löwdin charge in e.
Geometry (Å):
H: 1.66478 -1.80307 -1.05255  0.068
H: -0.44828 2.53788 -0.10017  0.124
H: 2.84583 0.00696 1.00776  0.082
C: -0.24235 1.46703 0.20391  -0.163
O: -1.45025 0.92639 -0.36299  -0.158
C: 1.16159 1.18174 0.00386  -0.116
H: 1.27758 -2.34838 0.61108  0.176
H: 1.56092 2.29648 -0.01580  0.126
H: -2.13286 -0.10652 1.41283  0.164
C: 2.32202 0.13224 0.10686  -0.078
H: -3.14475 -0.34145 -0.12798  0.114
H: 0.10580 0.16881 -0.83744  0.137
C: 1.51559 -1.33323 -0.09818  -0.106
O: -1.21716 -1.32241 -0.08658  -0.106
C: -2.14502 -0.26891 0.23163  -0.112
H: 0.25081 -0.46612 0.96336  0.096
H: 3.02290 0.46334 -0.60190  0.084
C: 0.11092 -0.71884 -0.05852  -0.330

## ii
Below is 3 unconnected molecules or ions with the total composition C6H10O2, with properties calculated with the ωB97M-V functional and the def2-TZVPD basis.

Calculated values
- SMILES = c1ccccc1.O.O

Last column: Löwdin charge in e.
Geometry (Å):
C: -0.94400 1.84833 -0.01124  -0.109
H: 1.52219 1.64050 2.84507  0.100
C: -1.48528 1.65689 1.24682  -0.093
H: -2.49219 1.27006 1.29499  0.097
C: -0.58907 1.71545 2.34181  -0.096
O: -0.51279 -2.92271 -2.47513  -0.031
H: 0.48837 -4.39914 -1.84968  -0.009
C: 0.76037 1.79385 2.09213  -0.101
H: 0.99098 -5.79585 -1.57456  0.026
H: -1.62839 1.78079 -0.85195  0.094
H: 2.33021 2.13324 0.68056  0.100
H: -0.97632 1.74981 3.35239  0.098
H: -0.01002 -2.36189 -3.04659  0.044
H: -1.03297 -2.35255 -1.90224  0.057
C: 0.38599 2.30324 -0.22392  -0.088
O: 1.29346 -4.88178 -1.56728  -0.087
H: 0.63827 2.81364 -1.14173  0.099
C: 1.26120 2.00811 0.79054  -0.100

## iii
Below is a single C6H10O2 molecule, with properties calculated with the ωB97M-V functional and the def2-TZVPD basis.

Calculated values
- SMILES = C1C[C@H]2CO[C@H](C1)O2

Last column: Löwdin charge in e.
Geometry (Å):
H: 0.72765 2.27559 0.14014  0.151
C: 1.15879 -1.54082 0.00182  -0.024
H: 1.77739 -2.16235 -0.75426  0.133
H: 1.53609 -1.79587 1.09368  0.139
C: 1.55870 0.16381 0.00081  -0.160
H: 0.18937 1.50630 -1.34834  0.142
C: 0.51758 1.18294 -0.26480  -0.173
H: -2.91761 0.15661 0.65577  0.166
O: -0.30812 -0.28476 1.15314  -0.091
C: -0.22998 -1.13870 -0.05974  -0.360
H: -2.25332 0.45796 -1.10958  0.144
C: -0.87971 0.78391 0.35490  -0.339
C: -2.04458 0.05040 -0.08713  -0.165
H: -1.46422 1.59982 0.73849  0.137
H: -0.18524 -0.48511 -0.97241  0.127
H: 1.95337 0.21470 1.09077  0.130
O: -1.67495 -1.34895 -0.15786  -0.060
H: 2.53879 0.36451 -0.47540  0.104

Stability check: which of them is least stable? i.